1.
Computed, not measured: a structure of composition C38H39BCl68F3N3O8PS2 at a distorted geometry, with ωB97M-V/def2-TZVPD.

For the electronic energy, the calculation gives -34992.450130 Eh. Its HOMO energy is -5.4971 eV. Its net charge is -1. For the strongest force on any atom, the calculation gives 6.494 eV/A.

```
163
C38H39BCl68F3N3O8PS2, DFT ωB97M-V/def2-TZVPD
C -1.363 -3.705 4.567
C -1.863 -2.861 3.277
N -1.472 -1.464 3.553
P -1.304 -0.372 2.128
S -2.825 -1.309 0.846
C 0.195 -1.259 1.328
C 0.113 -1.432 -0.250
C -0.198 -2.936 -0.738
F -0.201 -4.042 0.119
C -0.438 -3.090 -2.100
F -0.410 -2.015 -3.006
F -0.684 -4.317 -2.696
N -2.769 0.503 2.859
C -2.746 0.359 4.119
S -2.614 0.706 5.757
O -0.126 0.453 3.142
C -0.095 1.857 2.827
C 1.053 2.724 3.475
C 0.667 3.179 4.953
C -0.046 4.581 4.849
O -1.132 4.750 5.397
O 0.575 5.640 4.154
C -0.404 2.022 1.253
C -1.340 3.324 1.125
O -1.780 3.554 -0.244
C -1.601 4.936 -0.590
C -1.625 5.049 -2.190
O -0.310 5.199 -2.768
C -0.498 5.027 -4.206
C -0.365 3.488 -4.624
O 0.636 3.249 -5.620
C 1.956 3.523 -5.136
C 2.437 2.496 -4.008
B 0.853 2.071 0.220
O 0.587 2.023 -1.210
N 2.285 2.117 0.635
C 2.848 3.495 0.603
C 3.138 1.185 -0.138
O -1.372 0.967 1.017
H -0.246 -3.637 4.686
H -1.756 -4.761 4.515
H -1.879 -3.208 5.451
H -1.358 -3.349 2.395
H -2.988 -3.018 3.267
H -0.512 -1.538 3.932
H -3.940 -1.244 1.668
H 1.086 -0.583 1.535
H 0.442 -2.236 1.828
H -0.565 -0.710 -0.780
H 1.157 -1.224 -0.643
H -1.032 2.346 3.273
H 1.293 3.638 2.846
H 1.981 2.071 3.496
H 0.014 2.382 5.413
H 1.623 3.301 5.539
H -0.103 6.064 3.592
H -2.290 3.107 1.705
H -0.808 4.233 1.558
H -0.576 5.318 -0.261
H -2.411 5.619 -0.175
H -2.202 5.999 -2.439
H -2.158 4.134 -2.604
H 0.201 5.694 -4.783
H -1.553 5.374 -4.418
H -1.361 3.197 -5.082
H -0.250 2.841 -3.696
H 2.656 3.361 -6.014
H 2.103 4.599 -4.815
H 1.853 1.530 -4.053
H 2.328 2.981 -2.990
H 3.538 2.285 -4.143
H 0.544 2.969 -1.472
H 3.146 3.770 1.664
H 2.114 4.262 0.221
H 3.776 3.504 -0.040
H 3.355 1.560 -1.190
H 4.154 1.175 0.383
H 2.779 0.114 -0.122
C 3.388 -3.705 2.293
Cl 3.686 -2.003 2.700
Cl 3.434 -4.686 3.771
Cl 1.792 -3.859 1.528
Cl 4.640 -4.280 1.170
C -6.718 -2.768 0.773
Cl -6.727 -4.447 1.347
Cl -5.495 -2.592 -0.501
Cl -8.319 -2.361 0.119
Cl -6.345 -1.672 2.119
C -4.347 -7.591 2.844
Cl -3.945 -8.532 1.394
Cl -3.794 -8.463 4.289
Cl -3.549 -6.014 2.763
Cl -6.103 -7.357 2.926
C 6.300 4.346 -6.385
Cl 5.953 3.227 -5.054
Cl 6.282 3.460 -7.922
Cl 5.066 5.621 -6.420
Cl 7.899 5.076 -6.142
C -6.319 -2.669 5.947
Cl -6.060 -3.973 7.125
Cl -6.903 -1.220 6.788
Cl -4.793 -2.301 5.131
Cl -7.528 -3.186 4.752
C 3.864 -2.077 -2.825
Cl 4.263 -3.064 -4.263
Cl 4.390 -2.918 -1.361
Cl 4.677 -0.507 -2.930
Cl 2.112 -1.832 -2.733
C -0.227 -3.407 -6.461
Cl -1.641 -3.539 -5.404
Cl -0.429 -2.011 -7.539
Cl 1.250 -3.192 -5.493
Cl -0.084 -4.885 -7.434
C -2.928 -9.177 8.627
Cl -3.393 -8.965 6.928
Cl -1.823 -10.559 8.772
Cl -2.116 -7.709 9.201
Cl -4.378 -9.474 9.606
C 1.148 8.365 -7.581
Cl 0.091 8.196 -6.166
Cl 0.343 7.680 -9.005
Cl 1.488 10.084 -7.862
Cl 2.671 7.501 -7.290
C -3.116 8.723 -0.896
Cl -1.876 9.336 -2.008
Cl -2.333 8.055 0.543
Cl -4.200 10.049 -0.431
Cl -4.055 7.446 -1.690
C 1.550 -5.935 10.647
Cl 1.857 -5.073 12.168
Cl 0.980 -7.577 11.003
Cl 0.313 -5.068 9.716
Cl 3.049 -6.021 9.702
C -5.647 3.832 2.963
Cl -7.045 3.678 4.049
Cl -5.870 5.246 1.909
Cl -4.169 4.038 3.911
Cl -5.506 2.363 1.984
C 2.619 -8.520 3.535
Cl 1.191 -8.628 4.583
Cl 2.457 -7.122 2.459
Cl 4.073 -8.329 4.537
Cl 2.757 -10.002 2.569
C 0.812 -6.155 -11.304
Cl 0.591 -6.843 -12.925
Cl -0.049 -4.609 -11.196
Cl 0.160 -7.279 -10.097
Cl 2.545 -5.888 -11.009
C -1.609 10.187 3.751
Cl -1.566 8.498 4.295
Cl -0.432 10.421 2.443
Cl -3.236 10.576 3.161
Cl -1.203 11.255 5.109
C 7.983 -0.698 -5.880
Cl 7.929 -0.917 -7.641
Cl 7.929 1.036 -5.501
Cl 6.598 -1.523 -5.140
Cl 9.490 -1.391 -5.244
C 3.268 -7.064 -6.428
Cl 2.806 -6.894 -8.134
Cl 4.348 -8.460 -6.243
Cl 4.105 -5.593 -5.894
Cl 1.814 -7.306 -5.442
```


2.
Computed, not measured: a structure of composition C38H39BrIN6O2OsSb at a distorted geometry, with ωB97M-V/def2-TZVPD.

Its spin multiplicity is 5. For the electronic energy, the calculation gives -5152.185086 Eh. Its HOMO energy (alpha / beta) is -12.2786 / -12.6452 eV. Its net charge is +2. For the strongest force on any atom, the calculation gives 5.848 eV/A.

```
89
C38H39BrIN6O2OsSb, DFT ωB97M-V/def2-TZVPD
Os -0.271 0.350 -1.506
C 0.092 2.850 -3.535
C -0.333 3.179 -2.142
C -0.825 4.410 -1.717
C -1.472 4.565 -0.461
C -1.352 3.473 0.468
C -0.765 2.320 0.064
N -0.296 2.192 -1.172
Sb -0.587 0.385 1.124
C -1.971 0.248 -2.402
C -3.157 0.399 -1.698
C -4.131 -0.553 -2.149
C -3.719 -1.617 -2.923
C -2.265 -1.575 -3.552
C -2.478 -2.094 -4.964
N -1.850 -0.170 -3.623
C -2.387 0.625 2.400
C -3.611 1.046 1.997
C -4.750 0.820 2.874
C -4.533 0.385 4.151
C -3.185 -0.103 4.498
C -2.815 -0.732 5.762
N -2.194 -0.003 3.558
H -0.082 1.771 -3.749
H 1.167 2.886 -3.612
H -0.246 3.467 -4.328
H -0.992 5.143 -2.484
H -2.085 5.474 -0.294
H -1.590 3.604 1.539
H -3.355 1.127 -0.864
H -5.169 -0.523 -1.785
H -4.418 -2.473 -3.157
H -2.475 -3.204 -4.942
H -1.610 -1.857 -5.628
H -3.459 -1.756 -5.393
H -3.773 1.609 1.017
H -5.776 1.092 2.580
H -5.335 0.262 4.966
H -3.562 -0.677 6.546
H -1.897 -0.217 6.081
H -2.492 -1.781 5.653
C 3.583 3.803 2.438
C 3.421 3.000 1.125
N 2.282 2.171 1.267
C 2.060 1.476 2.425
N 1.068 0.489 2.354
C 1.263 -0.585 3.329
C 2.645 -0.633 3.990
C 2.961 0.639 4.619
N 2.851 1.690 3.510
C 3.780 2.831 3.606
H 2.613 4.383 2.577
H 4.446 4.464 2.363
H 4.386 2.466 0.915
H 3.323 3.649 0.229
H 2.037 1.556 0.452
H 1.141 -1.522 2.860
H 0.467 -0.593 4.139
H 3.438 -0.894 3.202
H 2.689 -1.423 4.775
H 3.935 0.882 4.977
H 2.262 0.941 5.430
H 4.698 2.369 3.528
H 3.760 3.379 4.506
I 1.691 -6.570 -2.761
C 1.814 -4.610 -2.001
C 0.568 -3.870 -1.750
C 0.809 -2.367 -1.195
C 2.301 -2.028 -0.925
C 3.304 -2.876 -1.196
C 3.114 -4.154 -1.783
C 2.572 -0.621 -0.472
O 3.531 -0.328 0.169
O 1.660 0.331 -0.812
H -0.017 -4.440 -1.006
H 0.311 -2.225 -0.214
H 4.311 -2.531 -1.013
H 4.025 -4.733 -2.080
Br 0.192 -4.583 -5.764
C 0.210 -3.364 -4.286
C 1.006 -2.221 -4.359
C 0.879 -1.206 -3.392
C 0.041 -1.480 -2.173
C -1.207 -2.321 -2.524
C -0.450 -3.605 -2.977
H 1.820 -2.070 -5.050
H 1.335 -0.233 -3.571
H -1.806 -2.325 -1.579
H -1.121 -4.454 -3.096
```


3.
Computed, not measured: a cluster of 5 separate species, C38H39Cl2N2O9 in total at a distorted geometry, with ωB97M-V/def2-TZVPD.

For the electronic energy, the calculation gives -3178.088627 Eh. Its HOMO energy is -11.7023 eV. Its net charge is +1. For the strongest force on any atom, the calculation gives 1.002 eV/A. Its relative energy (zero: lowest compared OMol25 entry of this formula, charge and spin) is 0.0 kJ/mol.

```
90
C38H39Cl2N2O9, DFT ωB97M-V/def2-TZVPD
C 4.070 2.573 -1.265
C 2.921 1.909 -2.027
C 2.379 0.662 -1.300
C 2.151 0.842 0.166
C 2.966 0.188 1.123
C 4.071 -0.774 0.741
Cl 5.467 -0.568 1.834
C 3.584 -2.240 0.783
C 2.375 -2.520 -0.083
Cl 3.241 -2.790 2.441
C 2.711 0.434 2.456
C 1.653 1.281 2.784
N 0.899 1.869 1.895
N 1.166 1.629 0.624
C 0.264 2.326 -0.340
C -1.077 2.687 0.262
C -1.869 1.398 0.551
C -2.461 0.811 -0.730
O -1.961 -0.520 -0.877
H 4.799 1.824 -0.970
H 4.531 3.344 -1.870
H 3.677 3.052 -0.370
H 3.250 1.606 -3.016
H 2.109 2.609 -2.193
H 1.425 0.388 -1.751
H 3.035 -0.173 -1.483
H 4.477 -0.584 -0.241
H 4.405 -2.852 0.421
H 2.038 -3.539 0.081
H 2.622 -2.446 -1.141
H 1.532 -1.864 0.121
H 3.306 -0.018 3.229
H 1.443 1.471 3.824
H 0.075 1.676 -1.184
H 0.780 3.233 -0.638
H -0.988 3.341 1.122
H -1.614 3.238 -0.506
H -2.612 1.530 1.329
H -1.169 0.643 0.905
H -3.549 0.838 -0.714
H -2.136 1.410 -1.583
H -2.227 -0.833 -1.745
C 2.702 -6.592 2.879
C 2.668 -7.339 3.978
C 1.575 -8.323 4.203
O 1.543 -9.004 5.202
C 0.528 -8.434 3.155
C 0.564 -7.678 2.061
C 1.653 -6.702 1.838
O 1.691 -6.012 0.835
H 3.486 -5.870 2.689
H 3.421 -7.273 4.752
H -0.254 -9.160 3.334
H -0.187 -7.745 1.285
C -1.293 6.255 -2.847
C -1.420 7.569 -3.014
C -2.723 8.250 -2.786
O -2.836 9.445 -2.937
C -3.871 7.408 -2.366
C -3.742 6.095 -2.199
C -2.444 5.421 -2.426
O -2.324 4.218 -2.271
H -0.356 5.738 -3.011
H -0.596 8.200 -3.321
H -4.812 7.919 -2.207
H -4.569 5.470 -1.892
C 3.558 -10.268 -1.069
C 4.310 -9.880 -2.095
C 3.888 -8.765 -2.981
O 4.572 -8.407 -3.914
C 2.595 -8.101 -2.676
C 1.844 -8.489 -1.650
C 2.267 -9.603 -0.765
O 1.585 -9.951 0.176
H 3.846 -11.078 -0.410
H 5.255 -10.350 -2.335
H 2.307 -7.290 -3.333
H 0.901 -8.016 -1.409
C -6.225 8.232 2.178
C -5.859 7.544 1.100
C -6.861 6.863 0.245
O -6.525 6.234 -0.739
C -8.287 6.977 0.633
C -8.657 7.664 1.710
C -7.655 8.346 2.569
O -7.987 8.972 3.550
H -5.513 8.737 2.817
H -4.824 7.449 0.797
H -9.000 6.473 -0.008
H -9.692 7.760 2.012
```


4.
Computed, not measured: a cluster of 15 separate species, C38H39Cl56N6O4 in total at a distorted geometry, with ωB97M-V/def2-TZVPD.

For the electronic energy, the calculation gives -27871.007231 Eh. Its HOMO energy is -10.9387 eV. Its net charge is +1. For the strongest force on any atom, the calculation gives 4.188 eV/A.

```
143
C38H39Cl56N6O4, DFT ωB97M-V/def2-TZVPD
C 4.458 1.877 1.200
C 3.737 1.171 -0.012
C 2.764 0.027 0.496
C 3.465 -1.367 0.230
C 2.491 -2.621 0.236
N 1.209 -2.437 -0.477
C 0.989 -1.844 -1.703
C 1.964 -1.182 -2.708
C 1.856 0.401 -2.723
C 1.073 0.817 -4.041
O 1.081 2.244 -4.183
N -0.334 -1.843 -2.133
C -0.993 -2.481 -1.069
N -2.291 -2.720 -1.019
N -2.948 -3.380 0.000
C -3.101 -2.230 -2.200
C -4.578 -2.751 -2.206
C -5.044 -2.739 -3.735
O -5.366 -1.775 -1.516
C -6.603 -2.310 -1.020
C -7.061 -1.349 0.144
C -7.057 -1.785 1.540
C -7.466 -0.806 2.559
C -7.861 0.560 2.182
C -7.891 0.963 0.762
C -7.491 -0.001 -0.276
N -0.066 -2.812 -0.095
N -0.140 -3.403 1.149
C -0.476 -4.819 1.138
C -0.806 -5.687 -0.115
O -0.450 -5.385 2.200
C -0.890 -2.610 2.139
C -0.333 -1.162 2.472
O -1.899 -2.939 2.683
H 3.719 2.423 1.846
H 5.199 2.612 0.778
H 5.049 1.138 1.809
H 3.164 1.879 -0.662
H 4.549 0.716 -0.653
H 2.661 0.115 1.620
H 1.726 0.100 0.084
H 4.082 -1.377 -0.703
H 4.183 -1.534 1.085
H 3.028 -3.457 -0.298
H 2.383 -2.945 1.299
H 3.022 -1.501 -2.562
H 1.650 -1.532 -3.733
H 1.356 0.834 -1.821
H 2.893 0.828 -2.831
H -0.002 0.507 -3.915
H 1.544 0.342 -4.943
H 0.340 2.596 -3.661
H -3.261 -4.304 -0.291
H -3.689 -2.821 0.423
H -3.150 -1.109 -2.069
H -2.585 -2.403 -3.177
H -4.714 -3.806 -1.851
H -4.321 -3.430 -4.259
H -4.889 -1.724 -4.179
H -6.076 -3.137 -3.861
H -7.408 -2.225 -1.808
H -6.531 -3.383 -0.682
H -6.713 -2.819 1.753
H -7.425 -1.151 3.621
H -8.134 1.270 2.994
H -8.200 2.012 0.518
H -7.491 0.332 -1.340
H -1.716 -6.329 0.054
H 0.045 -6.424 -0.219
H -0.854 -5.136 -1.087
H 0.390 -0.858 1.671
H -1.224 -0.480 2.355
H 0.076 -1.093 3.507
C 7.222 5.301 0.214
Cl 7.546 6.933 -0.387
Cl 8.758 4.525 0.667
Cl 6.160 5.386 1.632
Cl 6.421 4.357 -1.054
C -2.876 3.620 -3.181
Cl -4.115 2.837 -2.187
Cl -1.293 3.418 -2.397
Cl -2.843 2.870 -4.787
Cl -3.242 5.344 -3.340
C 1.339 4.321 3.773
Cl 2.851 5.176 4.132
Cl 1.597 2.572 3.918
Cl 0.088 4.832 4.917
Cl 0.822 4.703 2.120
C 4.512 -0.097 5.759
Cl 4.133 0.166 7.466
Cl 3.077 -0.731 4.924
Cl 4.996 1.436 5.015
Cl 5.839 -1.265 5.621
C -0.101 6.698 -5.694
Cl -1.821 7.135 -5.689
Cl 0.085 4.991 -5.260
Cl 0.569 6.967 -7.312
Cl 0.766 7.705 -4.521
C -4.908 4.104 1.562
Cl -5.923 5.511 1.201
Cl -4.298 4.224 3.223
Cl -5.866 2.621 1.388
Cl -3.543 4.056 0.431
C 4.734 -3.581 -4.502
Cl 6.115 -4.353 -5.291
Cl 4.385 -2.034 -5.294
Cl 3.317 -4.642 -4.612
Cl 5.111 -3.275 -2.795
C 4.808 -2.908 10.615
Cl 3.422 -4.006 10.729
Cl 4.416 -1.377 11.417
Cl 6.214 -3.646 11.403
Cl 5.180 -2.601 8.909
C 5.677 10.430 0.664
Cl 4.058 10.851 0.079
Cl 6.851 10.629 -0.651
Cl 6.114 11.495 2.012
Cl 5.689 8.746 1.213
C 2.054 2.273 11.805
Cl 2.910 3.714 12.378
Cl 0.359 2.679 11.485
Cl 2.813 1.690 10.311
Cl 2.135 1.005 13.041
C 3.095 0.232 -8.389
Cl 4.786 -0.032 -7.928
Cl 2.263 1.077 -7.067
Cl 3.027 1.217 -9.858
Cl 2.309 -1.329 -8.686
C -9.770 -4.814 2.756
Cl -11.266 -4.405 3.615
Cl -8.901 -3.321 2.328
Cl -8.744 -5.814 3.800
Cl -10.164 -5.712 1.278
C -6.052 -5.875 -5.760
Cl -6.963 -4.420 -6.200
Cl -5.524 -5.759 -4.067
Cl -7.083 -7.299 -5.959
Cl -4.631 -6.022 -6.809
C 8.942 1.025 -2.569
Cl 8.879 2.197 -1.244
Cl 7.676 -0.193 -2.308
Cl 8.662 1.859 -4.107
Cl 10.526 0.235 -2.604
```